(1)
Entry from the OMol25 dataset: 2 unconnected molecules or ions with the total composition C6H10N2 (ωB97M-V with the def2-TZVPD basis set).

Each line ends with the natural charge from an NBO analysis.
Positions of all 18 atoms, in Å:
C1 -2.709 -1.094 0.081  0.10
C2 -0.429 0.406 0.384  0.26
C3 1.142 -1.726 0.489  -0.58
C4 1.765 0.212 -1.048  -0.61
C5 -1.250 2.800 0.653  -0.41
C6 0.591 -0.487 -0.295  -0.31
N1 -2.164 -2.011 -0.229  -0.35
N2 -0.791 1.562 0.434  -0.28
H1 1.750 -1.487 1.330  0.20
H2 0.311 -2.325 0.726  0.23
H3 1.706 -2.324 -0.180  0.21
H4 2.246 -0.567 -1.680  0.22
H5 1.442 1.138 -1.680  0.22
H6 2.496 0.514 -0.159  0.21
H7 -2.069 3.320 0.198  0.21
H8 -0.873 3.269 1.594  0.19
H9 -3.096 -0.141 0.308  0.24
H10 -0.068 -1.060 -0.926  0.26

The energy relative to the best compared isomer or geometry (same formula, charge and spin) comes out at 101.8 kcal/mol. Its molecular weight is 110.2 g mol⁻¹. For the total energy, the calculation gives -343.974499 hartree. For the HOMO-LUMO gap, the calculation gives 8.2 eV. The calculation puts the highest occupied orbital energy at -7.40 eV.

(2)
Entry from the OMol25 dataset: 2 unconnected molecules or ions with the total composition CH2N3O2P (ωB97M-V with the def2-TZVPD basis set).

Each line ends with the natural charge from an NBO analysis.
Positions of all 9 atoms, in Å:
C1 -2.772 -2.286 -2.216  0.30
N1 -2.161 -1.792 -1.364  -0.75
N2 1.671 -0.425 -0.235  -1.09
N3 0.632 1.722 1.156  0.28
O1 -0.032 1.330 2.098  -0.39
O2 1.360 2.675 1.106  -0.35
P1 0.424 0.445 -0.219  1.15
H1 -1.646 -1.376 -0.612  0.44
H2 2.523 -0.295 0.286  0.41

The energy relative to the best compared isomer or geometry (same formula, charge and spin) comes out at 39.0 kcal/mol. Its molecular weight is 119.0 g mol⁻¹. For the total energy, the calculation gives -695.241126 hartree. For the HOMO-LUMO gap, the calculation gives 9.2 eV. The calculation puts the highest occupied orbital energy at -10.75 eV.

(3)
Entry from the OMol25 dataset: a molecular structure, C2H4FN2P (ωB97M-V with the def2-TZVPD basis set).

Each line ends with the natural charge from an NBO analysis.
Positions of all 10 atoms, in Å:
C1 0.353 1.135 0.278  0.21
C2 0.831 -0.214 0.065  -0.32
N1 -0.876 1.359 0.026  -0.78
N2 -0.208 -0.827 -0.629  -0.95
F1 -2.307 -0.902 0.968  -0.68
P1 -1.623 0.060 -0.673  1.44
H1 0.976 1.900 0.663  0.19
H2 1.712 -0.177 -0.597  0.22
H3 1.159 -0.526 0.997  0.23
H4 -0.017 -1.807 -1.098  0.43

The energy relative to the best compared isomer or geometry (same formula, charge and spin) comes out at 16.9 kcal/mol. Its molecular weight is 106.0 g mol⁻¹. For the total energy, the calculation gives -629.323626 hartree. For the HOMO-LUMO gap, the calculation gives 9.9 eV. The calculation puts the highest occupied orbital energy at -9.93 eV.

(4)
Entry from the OMol25 dataset: C5H9F in the gas phase (ωB97M-V with the def2-TZVPD basis set).

Each line ends with the natural charge from an NBO analysis.
Positions of all 15 atoms, in Å:
C1 -3.119 -0.306 0.086  -0.65
C2 -1.778 0.371 -0.004  -0.18
C3 -0.619 -0.201 -0.252  -0.18
C4 0.693 0.556 -0.279  -0.48
C5 1.816 -0.022 0.576  0.06
H1 -3.195 -1.373 -0.222  0.21
H2 -3.903 0.186 -0.499  0.22
H3 -3.546 -0.231 1.116  0.22
H4 -1.843 1.399 0.309  0.19
H5 -0.560 -1.266 -0.507  0.20
H6 1.103 0.525 -1.309  0.24
H7 0.436 1.601 -0.032  0.21
H8 2.186 0.710 1.338  0.16
H9 1.486 -0.928 1.164  0.16
F1 2.876 -0.335 -0.235  -0.37

Its structure (SMILES) is C/C=C/CCF. The energy relative to the best compared isomer or geometry (same formula, charge and spin) comes out at 12.2 kcal/mol. Its molecular weight is 88.1 g mol⁻¹. For the total energy, the calculation gives -295.740619 hartree. For the HOMO-LUMO gap, the calculation gives 10.7 eV. The calculation puts the highest occupied orbital energy at -9.48 eV.

(5)
Entry from the OMol25 dataset: C3H6 in the gas phase (ωB97M-V with the def2-TZVPD basis set).

Each line ends with the natural charge from an NBO analysis.
Positions of all 9 atoms, in Å:
C1 0.728 0.027 0.483  -0.43
C2 -0.724 0.401 0.262  -0.43
C3 0.021 -0.401 -0.742  -0.43
H1 1.042 -0.729 1.251  0.21
H2 1.485 0.832 0.574  0.22
H3 -0.984 1.458 0.004  0.21
H4 -1.567 -0.187 0.714  0.21
H5 -0.430 -1.446 -0.847  0.21
H6 0.304 -0.086 -1.715  0.21

Its structure (SMILES) is C1CC1. The energy relative to the best compared isomer or geometry (same formula, charge and spin) comes out at 13.7 kcal/mol. Its molecular weight is 42.1 g mol⁻¹. For the total energy, the calculation gives -117.850081 hartree. For the HOMO-LUMO gap, the calculation gives 12.1 eV. The calculation puts the highest occupied orbital energy at -10.67 eV.

(6)
Entry from the OMol25 dataset: a molecular structure, CaI3O4P (ωB97M-V with the def2-TZVPD basis set).

Each line ends with the natural charge from an NBO analysis.
Positions of all 9 atoms, in Å:
Ca1 -2.939 1.179 -2.369  0.26
I1 -3.598 4.456 1.250  -0.99
I2 1.203 2.725 -4.398  -0.99
I3 -4.667 -3.128 -1.232  -0.99
P1 1.985 -1.050 1.298  2.41
O1 2.990 0.075 1.735  -0.90
O2 0.550 -0.548 0.851  -0.87
O3 1.835 -1.853 2.618  -0.91
O4 2.641 -1.855 0.248  -1.02

Its charge is -4. The energy relative to the best compared isomer or geometry (same formula, charge and spin) comes out at 0.0 kcal/mol. Its molecular weight is 515.8 g mol⁻¹. For the total energy, the calculation gives -2212.825597 hartree. For the HOMO-LUMO gap, the calculation gives 2.1 eV. The calculation puts the highest occupied orbital energy at 4.23 eV.